This record from the Open Molecules 2025 dataset describes a structure of composition C38H45Br2FN5O7PRuTe. The level of theory is the ωB97M-V functional and the def2-TZVPD basis.

Computed properties:
HOMO (alpha / beta) = -0.288 / -0.289 Ha
LUMO energy (alpha / beta) = -3.105 / -3.105 eV
net charge = +1
ΔE to the lowest compared entry with this formula, charge and spin = 113.8 kJ/mol
multiplicity = 2
total energy = -223881.5462 eV

Geometry as XYZ:
```
101
Properties=species:S:1:pos:R:3:mulliken_charge:R:1
Ru -1.5286 -1.0425 -1.6830 0.534
Br -2.4911 1.3806 -5.9732 -0.165
C -3.5275 1.2845 -4.4051 -0.001
C -4.8234 1.8331 -4.3920 -0.288
C -5.5739 1.8253 -3.2510 -0.147
Br -7.2978 2.6105 -3.2729 -0.239
C -5.0754 1.2352 -2.0648 0.682
C -5.7443 1.1817 -0.8230 -0.610
C -5.1639 0.5480 0.2430 -1.250
C -3.9143 -0.0694 0.0830 -0.241
N -3.2623 -0.0176 -1.0537 0.185
C -3.8044 0.6353 -2.1248 0.865
C -2.9759 0.6820 -3.2885 -1.208
O -1.7572 0.2345 -3.2258 0.136
H -5.2178 2.2745 -5.2965 0.446
H -6.7211 1.6367 -0.7270 0.335
H -5.6613 0.5056 1.2014 0.440
H -3.4376 -0.6141 0.8888 0.569
C -1.9723 0.3664 5.8519 -1.058
C -0.7325 -0.4014 5.4132 -0.941
N -0.4791 -0.2667 3.9785 0.125
C -0.8248 -1.2859 3.1511 0.129
C -0.7969 -1.2264 1.7970 -0.517
C -1.0430 -2.5020 1.0139 0.120
O -0.5803 -3.5403 1.4756 -0.766
O -1.7298 -2.3955 -0.0610 -0.767
C -0.4155 0.0006 1.1553 1.051
O -0.4798 0.2230 -0.0577 -0.267
C 0.1433 1.0294 2.0515 0.910
C 0.7405 2.1571 1.4931 0.338
C 1.2932 3.1039 2.3066 0.012
F 1.9172 4.1605 1.7467 -0.358
C 1.2256 3.0078 3.7028 -1.798
C 0.5966 1.9058 4.2536 -0.781
C 0.0814 0.8851 3.4426 0.442
N 1.7686 3.9894 4.5849 0.312
C 2.0745 5.3320 4.0940 -0.782
C 2.2098 6.2527 5.3352 -0.662
N 1.6738 5.4882 6.5077 -0.132
C 2.5895 4.3493 6.8385 -0.731
C 2.8029 3.5630 5.5220 -0.596
H -2.1353 0.2446 6.9227 0.397
H -2.8494 -0.0111 5.3259 0.329
H -1.8789 1.4298 5.6276 0.298
H -0.8655 -1.4619 5.6157 0.443
H 0.1496 -0.0778 5.9666 0.415
H -1.1261 -2.2057 3.6370 0.470
H 0.7950 2.2653 0.4074 -0.252
H 0.5176 1.8507 5.3311 0.598
H 1.2660 5.6699 3.4524 0.488
H 3.0003 5.3716 3.5168 0.493
H 1.6406 7.1715 5.2210 0.356
H 3.2453 6.5088 5.5465 0.324
H 0.8173 5.0411 6.1593 0.368
H 1.4792 6.0763 7.3150 0.304
H 2.1106 3.7450 7.6062 0.406
H 3.5213 4.7488 7.2311 0.361
H 2.7271 2.4954 5.7019 0.495
H 3.8021 3.7669 5.1205 0.318
C 1.9912 -5.6605 -1.8143 -0.833
N 1.6565 -4.2208 -1.9334 0.338
C 2.0451 -3.6592 -3.2628 -1.094
C 0.2101 -3.8948 -1.5381 0.132
C -0.7400 -3.8156 -2.6953 0.669
C -0.9512 -4.9236 -3.5180 -0.263
C -1.7309 -4.8350 -4.6570 -0.871
C -2.3106 -3.6174 -4.9826 -1.059
C -2.1560 -2.5271 -4.1391 -0.208
C -1.3871 -2.6059 -2.9704 1.087
H 3.0568 -5.7994 -1.9848 0.377
H 1.4316 -6.2223 -2.5550 0.351
H 1.7286 -6.0054 -0.8176 0.350
H 2.2102 -3.7216 -1.2392 0.293
H 1.4664 -4.1517 -4.0375 0.379
H 3.1102 -3.8237 -3.4144 0.443
H 1.8127 -2.5958 -3.2555 0.449
H 0.2768 -2.9141 -1.0939 -1.178
H -0.1027 -4.6011 -0.7718 0.764
H -0.5035 -5.8779 -3.2617 0.320
H -1.8774 -5.7042 -5.2849 0.404
H -2.8953 -3.5163 -5.8885 0.494
H -2.6287 -1.5937 -4.4110 0.439
C 2.1947 -0.2060 -6.1532 -1.500
C 1.3114 0.0258 -4.9510 0.400
O 2.1470 0.0162 -3.7730 -0.298
P 1.4260 0.3132 -2.3600 0.124
O 0.7045 -1.0083 -2.0318 0.051
Te 0.6103 2.5520 -2.4224 -0.495
O 2.6889 0.3910 -1.3542 -0.459
C 3.3907 -0.7860 -0.9413 0.272
C 4.4034 -1.2499 -1.9710 -1.058
H 1.5824 -0.2529 -7.0545 0.398
H 2.7469 -1.1425 -6.0549 0.292
H 2.9112 0.6090 -6.2558 0.338
H 0.5436 -0.7483 -4.8578 -0.046
H 0.8065 0.9915 -5.0161 0.309
H 2.6608 -1.5729 -0.7215 -0.313
H 3.8861 -0.5120 -0.0098 0.475
H 3.9087 -1.4937 -2.9098 0.063
H 4.9373 -2.1294 -1.6011 0.385
H 5.1249 -0.4584 -2.1709 0.342
```